1.
This record from OMol25 describes a single C7H14BNO5 molecule at a distorted geometry. The level of theory is ωB97M-V with the def2-TZVPD basis set.

Element x y z (Å)
B  -1.568  -0.894  -0.228
C  1.571  -0.344  0.145
C  0.673  1.282  1.878
C  -0.591  2.682  0.447
C  0.372  0.021  1.085
C  -0.866  1.624  -0.592
C  -1.667  -2.418  0.400
C  2.244  -1.262  -1.885
N  -0.895  0.194  0.316
O  2.684  0.086  0.249
O  0.668  2.449  1.073
O  -2.481  -0.594  -1.220
O  0.130  1.558  -1.517
O  1.257  -1.088  -0.912
H  0.145  1.515  2.800
H  1.794  1.110  2.253
H  -0.393  3.614  -0.039
H  -1.364  2.568  1.222
H  0.290  -0.866  1.742
H  -1.901  1.647  -0.956
H  -0.812  -3.033  0.155
H  -2.533  -2.796  -0.118
H  -1.954  -2.427  1.555
H  3.008  -0.453  -1.760
H  1.664  -1.277  -2.856
H  2.634  -2.236  -1.831
H  -3.108  -1.224  -1.591
H  0.956  1.775  -1.008

Summary:
* molar mass: 203.00 g mol⁻¹
* E_tot: -19890.7403 eV
* gap between HOMO and LUMO: 9.9 eV
* ΔE to the lowest compared entry with this formula, charge and spin: 0.00 kcal/mol
* SMILES: COC(=O)[C@H]1COC[C@@H](O)N1B(C)O
* maximum force: 3.87 eV/A
* E_LUMO: 0.58 eV

2.
This record from OMol25 describes 3 unconnected molecules or ions with the total composition C24H46N5O8 at a distorted geometry. The level of theory is ωB97M-V with the def2-TZVPD basis set.

Element x y z (Å)
C  -7.879  -3.923  1.381
C  -7.426  -4.656  0.025
O  -8.270  -5.406  -0.550
O  -6.099  -4.541  -0.542
C  -6.157  -3.826  -1.810
C  -5.416  -2.365  -1.758
C  -5.315  -1.748  -0.282
N  -4.211  -2.386  0.562
C  -4.540  -2.658  1.890
C  -3.538  -3.253  2.898
O  -3.819  -3.557  4.260
C  -4.432  -2.441  4.904
N  -4.687  -1.324  5.315
C  -2.163  -3.479  2.217
C  -2.121  -3.121  0.734
C  -0.697  -3.405  -0.010
C  0.137  -2.062  -0.316
O  -0.665  -0.898  -0.620
N  -3.095  -2.582  -0.122
H  -7.993  -2.778  1.269
H  -7.082  -4.173  2.180
H  -8.898  -4.335  1.699
H  -5.628  -4.409  -2.657
H  -7.265  -3.668  -2.111
H  -6.119  -1.664  -2.362
H  -4.428  -2.377  -2.342
H  -6.328  -1.845  0.264
H  -5.068  -0.618  -0.368
H  -5.600  -2.432  2.269
H  -1.244  -3.881  2.754
H  -0.925  -4.054  -0.923
H  -0.030  -4.054  0.685
H  0.768  -2.276  -1.266
H  0.912  -1.790  0.499
H  -1.152  -0.574  0.170
C  5.675  1.737  -4.833
O  5.129  0.436  -4.669
C  5.156  -0.028  -3.318
C  3.747  -0.057  -2.720
N  3.231  1.293  -2.490
C  1.795  1.344  -2.207
C  0.829  0.813  -3.278
O  0.779  1.600  -4.466
C  1.818  1.335  -5.396
H  5.809  1.913  -5.903
H  4.994  2.500  -4.448
H  6.649  1.825  -4.343
H  5.849  0.548  -2.697
H  5.530  -1.057  -3.356
H  3.772  -0.597  -1.766
H  3.109  -0.615  -3.413
H  3.410  1.856  -3.313
H  1.552  2.396  -2.031
H  1.604  0.817  -1.265
H  -0.178  0.863  -2.854
H  0.998  -0.242  -3.520
H  2.119  0.284  -5.397
H  2.674  1.981  -5.196
H  1.452  1.587  -6.395
C  5.442  4.050  2.113
O  4.994  3.625  3.392
C  4.248  4.620  4.096
C  2.764  4.250  4.161
N  2.123  4.364  2.850
C  0.799  3.744  2.776
C  0.692  2.235  3.051
O  1.304  1.414  2.057
C  2.708  1.254  2.204
H  6.170  3.320  1.752
H  4.616  4.084  1.399
H  5.929  5.028  2.166
H  4.398  5.621  3.679
H  4.640  4.631  5.118
H  2.257  4.918  4.865
H  2.699  3.229  4.549
H  2.716  3.923  2.156
H  0.430  3.925  1.762
H  0.124  4.277  3.455
H  -0.371  1.978  3.026
H  1.042  1.957  4.051
H  3.020  1.245  3.252
H  3.232  2.036  1.653
H  2.992  0.299  1.754

Summary:
* molar mass: 532.66 g mol⁻¹
* E_tot: -49447.1346 eV
* gap between HOMO and LUMO: 4.9 eV
* total charge: +1
* maximum force: 6.72 eV/A
* E_LUMO: -5.35 eV